{"formula": "C27H29N5O4", "method": "the ωB97M-V functional and the def2-TZVPD basis", "species": ["C", "H", "H", "H", "C", "C", "C", "H", "H", "O", "C", "O", "C", "C", "N", "C", "N", "C", "C", "C", "C", "C", "C", "N", "C", "N", "C", "C", "N", "C", "C", "H", "H", "H", "H", "C", "C", "C", "C", "C", "C", "C", "H", "O", "C", "O", "H", "H", "H", "H", "H", "H", "H", "H", "H", "H", "H", "H", "H", "H", "H", "H", "H", "H", "H"], "xyz": [[-5.64365, -2.14097, -1.89100], [-6.31660, -2.79187, -2.44392], [-6.24275, -1.39332, -1.37792], [-4.99505, -1.63533, -2.60248], [-4.81701, -2.95636, -0.90343], [-3.74247, -2.12978, -0.19942], [-4.33456, -1.04858, 0.70127], [-4.76886, -0.24073, 0.10547], [-5.08795, -1.46811, 1.37090], [-3.34242, -0.49310, 1.57195], [-2.52046, 0.40918, 1.06471], [-2.55350, 0.81063, -0.06839], [-1.52892, 0.85961, 2.14622], [-1.75731, 2.22688, 2.52485], [-1.97298, 3.28982, 2.88712], [-0.08717, 0.51949, 1.77618], [0.21644, -0.68792, 2.15512], [1.49216, -1.12197, 2.08820], [1.83068, -2.42334, 2.49184], [3.14915, -2.79122, 2.53063], [4.15787, -1.88443, 2.16252], [3.85212, -0.61602, 1.75127], [2.50493, -0.20859, 1.69977], [2.18297, 1.02580, 1.28597], [0.91449, 1.41005, 1.24892], [0.69455, 2.68778, 0.84954], [-0.44121, 3.11925, 0.06320], [0.04586, 3.76291, -1.26471], [1.30310, 3.27907, -1.76458], [2.38554, 3.34330, -0.79511], [1.85234, 3.52954, 0.63092], [1.53607, 4.56173, 0.80057], [2.62325, 3.26266, 1.35257], [2.96224, 2.41688, -0.82429], [3.05148, 4.18049, -1.04804], [1.31367, 2.14635, -2.66786], [1.35741, 0.76070, -2.05768], [0.19908, 0.13513, -1.62281], [0.20743, -1.15323, -1.09344], [1.41734, -1.79706, -1.02812], [2.58939, -1.17679, -1.45803], [2.58577, 0.09589, -1.96942], [3.49936, 0.55051, -2.31687], [3.64218, -2.04171, -1.30588], [3.08127, -3.25060, -0.84601], [1.70426, -3.06824, -0.60158], [3.21611, -4.03316, -1.61370], [3.58130, -3.55997, 0.08285], [-0.69606, -1.63457, -0.75888], [-0.74734, 0.64635, -1.70920], [2.19569, 2.26479, -3.30893], [0.42695, 2.23242, -3.30050], [-0.71976, 3.62075, -2.02820], [0.15970, 4.84260, -1.10945], [-1.01293, 3.87163, 0.61819], [-1.08829, 2.27197, -0.14547], [4.61458, 0.08448, 1.44895], [5.18985, -2.20328, 2.20015], [3.42420, -3.78676, 2.84848], [1.03963, -3.10356, 2.76563], [-1.75826, 0.24023, 3.02491], [-3.12617, -2.78720, 0.41882], [-3.10001, -1.65700, -0.94503], [-5.47620, -3.40553, -0.15732], [-4.32255, -3.76850, -1.44000]], "forces_ev_per_a": [[0.05, -0.20, 0.13], [-0.10, 0.02, -0.08], [-0.10, 0.13, -0.02], [0.04, 0.10, -0.11], [0.11, 0.19, -0.07], [-0.12, 0.04, 0.21], [-0.21, -0.20, -0.57], [-0.01, -0.09, 0.14], [0.07, 0.07, -0.06], [0.06, -0.12, 0.40], [-0.04, 0.16, -0.08], [-0.09, -0.13, 0.00], [0.02, -0.76, -0.22], [-0.15, 0.43, 0.21], [-0.11, 0.40, 0.16], [-0.05, -0.41, 0.36], [-0.35, 0.05, -0.02], [0.50, 0.42, -0.12], [0.25, -0.11, 0.05], [-0.29, -0.19, 0.12], [0.11, 0.25, -0.06], [0.11, -0.19, 0.04], [-0.51, -0.44, 0.23], [-0.35, 0.26, -0.14], [0.93, -0.24, 0.21], [-0.04, 0.15, 0.04], [-0.33, 0.28, -0.28], [-0.05, 0.10, 0.15], [-0.08, -0.20, 0.05], [0.14, 0.27, -0.02], [0.29, 0.03, -0.05], [0.03, -0.02, 0.01], [-0.04, 0.20, -0.08], [0.01, 0.08, 0.03], [0.11, -0.08, 0.13], [0.09, 0.08, -0.02], [-0.05, 0.02, -0.09], [0.08, 0.16, -0.15], [0.17, -0.31, 0.09], [0.40, 0.28, -0.31], [-0.48, -0.23, 0.03], [0.07, -0.31, 0.05], [0.14, 0.10, -0.08], [-0.02, 0.56, -0.08], [0.64, -1.16, 0.07], [-0.44, 0.32, 0.06], [-0.08, 0.24, 0.12], [-0.14, 0.14, -0.19], [-0.16, -0.08, 0.05], [-0.11, 0.07, -0.02], [-0.11, -0.11, -0.09], [0.08, 0.00, -0.06], [-0.02, 0.08, 0.00], [-0.19, -0.04, 0.00], [-0.02, -0.12, -0.10], [0.05, 0.09, 0.05], [0.08, 0.09, -0.03], [0.08, 0.00, 0.00], [0.00, -0.07, 0.03], [-0.09, -0.06, 0.06], [0.16, 0.19, -0.24], [0.05, 0.04, 0.01], [0.06, -0.01, 0.02], [0.01, -0.11, 0.02], [-0.04, -0.06, 0.07]], "lowdin_charge": [-0.11, 0.07, 0.07, 0.08, -0.26, -0.19, -0.15, 0.13, 0.14, 0.03, -0.44, 0.11, -0.12, -0.18, 0.20, -0.13, 0.20, -0.22, -0.01, -0.10, -0.09, -0.01, -0.21, 0.20, -0.21, -0.05, -0.13, -0.15, -0.16, -0.14, -0.13, 0.13, 0.12, 0.10, 0.12, -0.14, -0.20, -0.04, 0.02, -0.21, -0.20, 0.04, 0.13, 0.04, -0.16, 0.03, 0.14, 0.12, 0.11, 0.10, 0.12, 0.12, 0.12, 0.12, 0.11, 0.08, 0.12, 0.11, 0.10, 0.12, 0.16, 0.12, 0.10, 0.11, 0.11], "homo_lumo_gap_ev": 7.6, "smiles": "CCCCOC(=O)[C@H](C#N)c1nc2ccccc2nc1N1CCN(Cc2ccc3c(c2)OCO3)CC1", "total_charge": 0, "lumo_energy_ev": -0.1, "spin_multiplicity": 1, "mol_weight_g_mol": 487.56}